Below is a single C6H12O molecule, with properties calculated with ωB97M-V with the def2-TZVPD basis set.

Each line ends with the natural charge from an NBO analysis.
Cartesian coordinates (Å):
C (-1.3721, -0.5991, 0.1779)  -0.412
C (0.3803, 1.4090, -0.3862)  -0.440
C (-0.6712, 0.7212, 0.4513)  -0.267
H (-0.8128, -1.3676, 0.7180)  0.197
H (0.5694, 1.1355, -1.4186)  0.210
H (0.8982, -1.3628, -0.3904)  0.221
C (1.5897, -0.7595, 0.1989)  -0.646
H (2.4629, -0.5764, -0.4473)  0.222
H (-2.3842, -0.6091, 0.6007)  0.211
C (0.9130, 0.5363, 0.6677)  0.255
H (-1.2609, 1.4246, 1.0496)  0.228
H (1.9405, -1.3802, 1.0371)  0.205
H (1.7517, 0.3963, 2.3783)  0.468
H (-0.5447, -0.7948, -1.8473)  0.194
H (-1.7836, 0.4210, -1.3783)  0.225
O (1.5297, 1.1183, 1.7744)  -0.698
H (-2.1600, -1.4967, -1.6929)  0.214
H (0.4594, 2.4677, -0.1673)  0.233
C (-1.5054, -0.6839, -1.3256)  -0.618

Calculated total energy   -8462.13416 eV
ΔE to the lowest compared entry with this formula, charge and spin   51.2 kcal per mole
M   100.2 g/mol
HOMO energy   -8.64 eV
F_max   0.048 hartree/bohr